Model A:
C3H5N3 as an isolated structure, computed with wB97M-V/def2-TZVPD.

HOMO-LUMO gap: 8.12 eV
HOMO: -7.2 eV
net charge: 0

Each line ends with the natural charge from an NBO analysis.
Geometry (Å):
N -1.687 -0.578 0.639  -0.43
C 0.581 0.195 -0.008  0.14
N 1.879 0.075 0.162  -0.80
C -0.511 -0.833 -0.124  0.00
C -0.366 1.142 -0.209  -0.16
N -1.420 0.354 -0.395  -0.29
H -2.457 -1.172 0.335  0.36
H 2.293 -0.760 0.568  0.39
H 2.470 0.894 0.278  0.39
H -0.513 -1.543 -0.943  0.20
H -0.270 2.224 -0.303  0.19

=====

Model B:
One molecule with the formula C3H5N3, computed with wB97M-V/def2-TZVPD.

HOMO-LUMO gap: 9.25 eV
HOMO: -8.5 eV
net charge: 0

Each line ends with the natural charge from an NBO analysis.
Geometry (Å):
C 0.656 1.509 -0.092  -0.41
N -0.074 0.253 -0.269  -0.49
C 0.341 -0.976 -0.775  -0.02
C -0.247 -1.949 -0.089  -0.27
N -0.930 -1.427 1.189  -0.09
N -0.941 -0.271 1.364  0.00
H -0.023 2.233 0.383  0.22
H 1.527 1.368 0.551  0.22
H 0.962 1.875 -1.070  0.21
H -0.863 0.391 -0.901  0.41
H -0.409 -3.006 -0.291  0.23

=====

Model C:
A 2-piece molecular cluster, C3H5N3 overall, computed with wB97M-V/def2-TZVPD.

HOMO-LUMO gap: 9.66 eV
HOMO: -8.7 eV
net charge: 0

Each line ends with the natural charge from an NBO analysis.
Geometry (Å):
N -1.658 -0.214 0.610  -0.85
C -0.828 -1.150 0.096  0.18
C -0.056 -1.987 -0.309  -0.39
C 2.082 0.736 0.512  -0.01
N 1.151 1.263 0.005  -0.01
N 0.161 1.929 -0.364  -0.55
H -2.637 -0.463 0.592  0.39
H -1.461 0.731 0.286  0.42
H 0.584 -2.739 -0.711  0.24
H 2.372 -0.295 0.626  0.24
H 0.291 2.188 -1.343  0.35

=====

Most stable structure, least stable structure: model B, model C.

=====

Model A:
One molecule with the formula C7H17N, computed with wB97M-V/def2-TZVPD.

HOMO-LUMO gap: 9.54 eV
structure (SMILES): CCCCCNCC
HOMO: -8.4 eV
net charge: 0

Each line ends with the natural charge from an NBO analysis.
Geometry (Å):
C 0.754 0.874 0.776  -0.21
N -0.211 0.288 1.639  -0.64
C 0.197 -0.258 2.923  -0.21
C 0.751 -1.666 3.023  -0.63
C 0.034 1.606 -0.381  -0.40
C -0.715 -0.781 -3.304  -0.62
C 0.043 0.258 -2.491  -0.41
C -0.798 0.581 -1.266  -0.41
H 1.501 0.160 0.343  0.16
H 1.376 1.659 1.339  0.19
H -0.894 -0.261 1.142  0.36
H 0.735 0.553 3.450  0.19
H -0.765 -0.345 3.490  0.18
H 1.479 -1.820 2.206  0.20
H 1.125 -2.017 3.984  0.22
H -0.055 -2.357 2.774  0.20
H -0.676 2.406 -0.116  0.21
H 0.598 2.154 -1.170  0.21
H -1.142 -1.618 -2.763  0.20
H -0.056 -1.342 -3.984  0.21
H -1.500 -0.250 -3.861  0.21
H 0.147 1.184 -3.103  0.20
H 1.083 0.095 -2.170  0.20
H -1.325 -0.299 -0.886  0.20
H -1.685 1.196 -1.595  0.20

=====

Model B:
C7H17N as an isolated structure, computed with wB97M-V/def2-TZVPD.

HOMO-LUMO gap: 8.09 eV
HOMO: -7.9 eV
net charge: 0

Each line ends with the natural charge from an NBO analysis.
Geometry (Å):
C -3.062 -0.938 0.281  -0.61
N 0.048 0.493 -0.725  -0.60
C 0.238 -0.317 0.273  0.35
C 1.460 0.940 -0.479  -0.11
C 1.925 1.427 0.971  -0.63
C 2.644 -0.014 -0.874  -0.63
C 0.414 -1.863 0.076  -0.76
C -3.416 0.572 0.213  -0.62
H -2.036 -1.050 0.656  0.19
H -3.050 -1.318 -0.754  0.21
H -3.786 -1.557 0.800  0.21
H 0.058 -0.037 1.376  0.15
H 1.611 1.872 -1.101  0.23
H 2.964 1.974 0.887  0.22
H 1.094 1.934 1.390  0.21
H 2.106 0.561 1.658  0.19
H 3.615 0.160 -0.301  0.21
H 2.336 -0.983 -0.862  0.20
H 2.854 0.305 -1.966  0.21
H 1.365 -2.398 0.288  0.25
H -0.240 -2.498 0.683  0.24
H 0.076 -2.146 -0.953  0.24
H -2.794 1.214 0.874  0.21
H -3.177 0.973 -0.812  0.22
H -4.547 0.707 0.448  0.20

=====

Model C:
A 2-piece molecular cluster, C7H17N overall, computed with wB97M-V/def2-TZVPD.

HOMO-LUMO gap (spin up / spin down): 7.83 / 7.83 eV
HOMO (spin up / spin down): -6.8 / -6.8 eV
net charge: 0

Each line ends with the natural charge from an NBO analysis.
Geometry (Å):
C -0.901 0.106 0.034  0.07
C 0.089 -0.886 0.590  -0.23
C 1.568 0.810 0.949  -0.24
C -0.851 0.240 -1.491  -0.62
C -2.354 -0.187 0.471  -0.61
C 0.385 -2.116 -0.230  -0.66
C 2.355 0.885 -0.328  -0.65
N -0.465 1.415 0.622  -0.78
H -0.178 -1.153 1.617  0.18
H -0.705 1.437 1.610  0.36
H -0.907 2.229 0.186  0.36
H 1.580 1.763 1.478  0.17
H 1.939 0.096 1.670  0.18
H -3.061 0.564 0.105  0.20
H -1.479 1.071 -1.823  0.20
H -1.217 -0.674 -1.956  0.21
H 0.162 0.416 -1.843  0.22
H -2.657 -1.160 0.079  0.20
H -2.428 -0.233 1.560  0.20
H 1.054 -2.781 0.322  0.22
H -0.511 -2.708 -0.489  0.20
H 0.880 -1.884 -1.178  0.20
H 3.335 1.338 -0.128  0.21
H 2.505 -0.102 -0.758  0.21
H 1.863 1.516 -1.069  0.20

=====

Most stable structure, least stable structure: model A, model B.

=====

Model A:
One molecule with the formula C7H17N, computed with wB97M-V/def2-TZVPD.

HOMO-LUMO gap: 9.53 eV
structure (SMILES): CCC[C@H](C)NCC
HOMO: -8.4 eV
net charge: 0

Each line ends with the natural charge from an NBO analysis.
Geometry (Å):
C 2.582 0.326 0.785  -0.22
N 1.145 0.346 1.120  -0.63
C 0.244 0.591 -0.009  -0.04
C -1.217 0.666 0.465  -0.39
C -2.358 0.650 -0.544  -0.42
C -3.579 -0.216 -0.243  -0.62
C 0.444 -0.324 -1.239  -0.66
C 3.109 -1.088 0.422  -0.66
H 3.022 0.676 1.708  0.20
H 2.743 1.046 -0.034  0.20
H 0.943 -0.452 1.711  0.35
H 0.580 1.587 -0.292  0.18
H -1.362 -0.169 1.163  0.19
H -1.274 1.612 1.035  0.21
H -2.647 1.714 -0.603  0.20
H -1.977 0.551 -1.568  0.21
H -4.316 0.432 0.248  0.21
H -4.060 -0.836 -0.992  0.22
H -3.255 -0.887 0.564  0.20
H 0.726 0.264 -2.124  0.21
H -0.477 -0.859 -1.526  0.21
H 1.106 -1.162 -1.126  0.22
H 2.445 -1.945 0.529  0.21
H 3.480 -1.370 -0.573  0.22
H 3.953 -1.155 1.125  0.21

=====

Model B:
A 2-piece molecular cluster, C7H17N overall, computed with wB97M-V/def2-TZVPD.

HOMO-LUMO gap: 10.77 eV
structure (SMILES): C=NCC.CCCC
HOMO: -9.7 eV
net charge: 0

Each line ends with the natural charge from an NBO analysis.
Geometry (Å):
C 1.988 1.740 1.705  -0.60
C 1.450 0.942 2.933  -0.26
C 1.584 -1.407 2.913  -0.06
N 2.213 -0.308 2.796  -0.40
H 1.595 2.794 1.700  0.20
H 3.070 1.741 1.763  0.22
H 1.661 1.232 0.791  0.20
H 0.392 0.895 2.875  0.18
H 1.762 1.478 3.879  0.20
H 0.622 -1.466 3.399  0.15
H 2.122 -2.380 2.580  0.18
C -0.358 -0.920 -0.368  -0.60
C -2.274 0.151 -3.518  -0.60
C -1.528 -0.783 -2.544  -0.40
C -1.121 -0.001 -1.315  -0.39
H -0.928 -1.821 -0.365  0.20
H -0.186 -0.419 0.589  0.20
H 0.621 -1.135 -0.834  0.20
H -2.603 -0.345 -4.389  0.20
H -1.592 0.962 -3.804  0.20
H -3.218 0.578 -3.041  0.20
H -0.622 -1.204 -2.988  0.20
H -2.191 -1.640 -2.353  0.20
H -0.467 0.871 -1.555  0.19
H -1.993 0.443 -0.849  0.19

=====

Most stable structure, least stable structure: model A, model B.

=====

Model A:
A 3-piece molecular cluster, C5H13N2 overall, computed with wB97M-V/def2-TZVPD.

HOMO-LUMO gap: 8.68 eV
HOMO: -12.1 eV
net charge: +1

Each line ends with the natural charge from an NBO analysis.
Geometry (Å):
C -2.335 0.563 0.200  -0.27
C -1.653 -0.480 -0.174  0.06
C -3.761 0.930 0.059  -0.62
C -1.197 -1.489 -0.830  -0.49
C 1.674 -1.153 1.349  0.06
N 2.515 -0.935 0.402  -0.67
N 3.076 1.402 -0.786  -0.96
H -1.958 1.092 1.005  0.20
H -3.792 1.840 -0.421  0.22
H -4.371 0.163 -0.554  0.22
H -4.166 1.073 1.070  0.23
H -0.766 -1.419 -1.825  0.22
H 0.964 -0.448 1.806  0.22
H -1.190 -2.426 -0.306  0.22
H 1.809 -2.182 1.791  0.20
H 2.692 0.371 -0.246  0.44
H 3.124 -1.723 0.097  0.40
H 2.275 1.992 -0.481  0.44
H 3.078 1.226 -1.770  0.43
H 3.983 1.604 -0.385  0.44

=====

Model B:
An isolated ion of composition C5H13N2 and charge +1, computed with wB97M-V/def2-TZVPD.

HOMO-LUMO gap: 10.82 eV
structure (SMILES): C=C(N)C[C@@H](C)[NH3+]
HOMO: -13.9 eV
net charge: +1

Each line ends with the natural charge from an NBO analysis.
Geometry (Å):
C -1.401 1.387 -0.523  -0.63
C -0.896 0.603 0.756  -0.01
C 0.630 0.456 0.809  -0.49
C 1.369 -0.387 -0.249  0.13
C 2.416 0.093 -0.899  -0.35
N 0.724 -1.681 -0.497  -0.89
N -1.493 -0.855 0.645  -0.75
H -1.431 0.635 -1.319  0.21
H -2.374 1.790 -0.295  0.23
H -0.777 2.181 -0.899  0.25
H -1.410 1.010 1.647  0.22
H 0.724 0.176 1.858  0.23
H 1.169 1.470 0.787  0.26
H 2.874 1.036 -0.540  0.23
H 2.860 -0.471 -1.726  0.23
H 1.374 -2.463 -0.489  0.42
H 0.228 -1.716 -1.377  0.39
H -2.498 -0.786 0.555  0.44
H -1.352 -1.086 1.629  0.42
H -0.736 -1.395 0.129  0.46

=====

Model C:
A 2-piece molecular cluster, C5H13N2 overall, computed with wB97M-V/def2-TZVPD.

HOMO-LUMO gap: 10.88 eV
HOMO: -14.0 eV
net charge: +1

Each line ends with the natural charge from an NBO analysis.
Geometry (Å):
C 0.897 -2.088 -0.127  -0.36
C 1.750 -1.225 0.082  0.12
C 2.138 1.209 -0.187  -0.61
C 2.526 -0.081 0.607  -0.51
C -2.407 -0.340 0.084  -0.02
N -1.327 -0.106 -1.057  -0.77
N -1.942 0.320 1.198  -0.84
H -0.512 -0.764 -0.731  0.47
H 0.373 -2.905 -0.318  0.24
H 2.774 2.106 -0.012  0.25
H 1.104 1.427 -0.025  0.19
H 2.406 1.140 -1.345  0.22
H 3.671 -0.218 0.672  0.27
H 2.188 0.079 1.644  0.25
H -3.371 -0.094 -0.168  0.22
H -2.392 -1.406 0.224  0.20
H -1.630 -0.308 -2.002  0.43
H -0.868 0.882 -1.099  0.45
H -1.547 -0.115 1.996  0.41
H -2.704 0.960 1.498  0.40

=====

Model D:
An isolated ion of composition C5H13N2 and charge +1, computed with wB97M-V/def2-TZVPD.

HOMO-LUMO gap: 5.67 eV
HOMO: -14.4 eV
net charge: +1

Each line ends with the natural charge from an NBO analysis.
Geometry (Å):
C 1.577 1.040 1.513  -0.61
C 0.804 1.265 0.183  -0.38
C 0.944 0.057 -0.850  -0.43
C -0.197 -0.941 -0.868  -0.09
C -1.583 -0.270 -1.119  -0.19
N -2.179 0.037 0.156  -0.14
N -0.180 -1.438 0.594  -0.68
H 2.197 1.851 1.713  0.23
H 0.861 0.681 2.470  0.23
H 2.086 0.037 1.466  0.22
H 1.025 2.114 -0.332  0.23
H -0.373 1.339 0.456  0.17
H 1.363 0.217 -1.833  0.24
H 1.932 -0.494 -0.462  0.25
H -1.636 0.799 -0.991  0.38
H -3.183 0.007 0.150  0.39
H -2.091 -0.768 -1.871  0.26
H -0.113 -2.462 0.436  0.38
H -1.195 -1.291 0.682  0.32
H -0.059 -1.781 -1.492  0.24

=====

Most stable structure, least stable structure: model B, model D.